# CH2N2O2

An isolated molecule of CH2N2O2 at a distorted geometry (the ωB97M-V functional and the def2-TZVPD basis, OMol25).

Geometry as ORCA input:
```
! RIJCOSX wB97M-V def2-TZVPD def2/J DEFGRID3
* xyz 0 1
O 1.286 -1.119 0.209
N 0.289 -1.213 -0.375
C -0.658 0.062 -0.077
N 0.205 1.084 -0.393
O 1.254 1.259 0.246
H -0.785 -0.106 0.937
H -1.593 0.033 -0.547
*
```

The SMILES is O=NCN=O. Its energy is -299.0899 Eh. As for the energy relative to the best compared isomer or geometry (same formula, charge and spin): 648.3 kJ/mol. The calculation puts the HOMO energy (spin up / spin down) at -8.86 / -8.89 eV. For the strongest force on any atom, the calculation gives 4.01 eV/Å. Its gap between HOMO and LUMO (spin up / spin down) is 7.743 / 7.783 eV.